Entry from the Open Molecules 2025 dataset: a structure of composition C50H61F11O8Zr (ωB97M-V with the def2-TZVPD basis set).

Geometry as XYZ:
```
131
Properties=species:S:1:pos:R:3:forces:R:3
H 4.4997 -3.7346 -4.7090 -0.12 0.12 0.09
H -3.2743 -2.2902 -4.8462 -0.11 -0.09 -0.14
C -0.8555 -1.2840 5.0884 1.21 0.33 -1.30
F 0.4669 6.4106 1.6544 0.53 -1.23 -0.43
H -2.0763 5.4958 0.6107 0.63 0.25 0.14
H 1.2220 -3.3844 3.4311 -0.11 -0.01 -0.26
C 4.3360 2.6362 2.3737 -0.27 -1.33 2.01
H 2.5106 -3.7447 0.8597 -0.27 0.15 -0.15
O 1.9789 3.0204 -3.7591 -2.89 1.48 -0.07
C 3.6420 -5.2582 1.7172 1.26 -0.81 2.61
C -4.6938 -3.1384 -0.9557 -0.02 1.50 1.46
C -0.3553 -0.0481 4.6002 -0.41 -1.41 1.50
H 5.8742 -4.0845 -3.6601 0.02 0.44 0.18
C 4.8565 0.4133 3.2145 0.43 -0.23 -0.29
H 3.8568 3.2651 1.6380 0.28 0.12 -0.14
Zr -0.2884 3.6319 -3.0896 4.38 -5.06 8.83
H 5.4877 -1.7526 -2.4276 -0.10 -0.10 -0.39
F 1.0980 -1.3144 -0.0945 -1.23 0.14 -0.72
H -0.5390 -0.2384 -1.8655 0.26 -0.37 -0.27
C 2.3027 -4.7601 1.1970 0.50 -0.25 -0.14
H 1.9115 0.5749 -4.5703 -0.11 -0.15 -0.24
H -4.9691 -2.5253 -1.8011 -0.47 -0.05 -0.02
C -4.6317 2.4880 -4.0355 0.13 -0.51 1.18
O -0.7767 4.3976 -0.6192 0.47 1.39 1.32
C 2.9143 2.2200 -3.7837 0.57 -0.49 0.15
C -1.7605 4.4664 0.4420 -1.24 0.62 -0.36
H 4.1700 3.3055 -2.2823 -0.06 -0.12 -0.39
H -2.3105 -3.0104 -2.7535 0.15 0.00 0.32
C -3.3352 2.1872 4.9350 0.98 -1.01 -1.28
C 4.3644 1.2368 2.2046 0.25 0.38 -0.25
H -2.7625 1.3536 5.3137 -0.37 -0.24 0.35
H 4.6276 4.1924 3.8669 -0.16 0.14 -0.13
H 1.9390 -5.3388 0.3478 0.17 0.07 -0.07
H 3.7958 -1.3667 -3.0024 0.41 -0.10 -0.72
H 3.7665 1.5825 -2.0314 -0.29 -0.04 0.41
C 0.5527 -2.2749 -4.4014 -2.47 -0.04 -1.26
H -5.5695 2.2424 -3.5371 -0.25 0.30 -0.08
C -3.2915 4.4567 4.3222 -1.16 -0.86 -0.79
C -0.3195 -2.5123 4.5813 -1.73 1.91 1.02
H -4.6762 0.6049 -1.9027 0.04 -0.05 0.12
H -0.7976 -3.4127 4.9378 0.39 -0.28 0.08
H -4.4948 3.5645 -4.1378 -0.18 -0.19 -0.35
H -0.5151 0.8821 5.1251 -0.64 0.01 -0.05
H 2.8592 1.4621 -5.8106 -0.12 0.10 0.05
H -2.8763 0.3750 -1.8565 -0.23 -0.18 0.10
F -2.6332 5.6156 4.2574 -0.19 0.54 -0.17
F -3.7323 -6.5388 -0.3592 -0.12 0.67 0.62
H -4.7490 -1.5390 0.5446 -0.09 0.26 -0.42
C -2.1978 -2.3029 -4.7595 -0.36 -0.40 1.52
H 1.0259 0.9000 3.3372 0.22 0.12 -0.04
H 0.2264 -2.7372 -2.3784 -0.14 -0.43 0.22
F 1.8525 -2.2286 -4.2370 1.45 0.13 0.08
O -0.9970 0.9328 -0.2448 0.70 -0.28 -0.36
O 0.0806 1.6971 -2.0333 0.43 2.76 -2.26
C 4.6507 -5.9509 0.7709 -0.38 0.08 0.12
O 3.3021 -4.0763 -1.8516 1.36 1.35 -1.49
C -0.2635 -2.6035 -3.3316 0.30 0.13 0.11
H 4.9918 -5.2577 0.0020 -0.10 0.06 -0.06
H -3.6816 3.5757 0.6357 0.09 -0.07 0.21
C 5.2016 2.3190 4.6587 -0.91 -1.46 -0.83
H -4.8966 0.9740 4.2453 -0.19 -0.09 -0.35
C -3.5478 1.9446 -3.1320 -1.89 -1.33 -1.05
C -5.1671 3.0333 3.6709 0.42 0.69 -0.53
C 0.7047 -2.4648 3.6614 0.81 0.98 -0.47
C -0.0143 -1.9912 -5.6542 0.59 0.36 0.46
C -4.4738 1.9661 4.1864 -0.65 -0.67 1.65
C 1.2112 -0.0907 -0.6293 1.20 0.47 2.12
H -3.1664 -5.1002 1.9966 0.23 -0.78 -0.42
H 5.5198 -6.3649 1.2823 -0.13 0.49 0.42
C 4.6870 3.1347 3.6571 0.35 0.26 -0.68
C -4.5697 4.2881 3.7324 1.26 0.91 0.03
H -2.2290 -0.7955 0.0133 0.61 -0.30 -0.74
H 4.8729 1.8537 -3.2431 0.54 0.65 0.14
H -3.6502 -2.7665 2.2684 0.02 -0.28 0.18
C 4.4245 -1.9836 -2.3604 -0.83 0.04 0.80
C -3.7508 0.5698 -2.4774 0.74 1.44 -0.23
O 3.9454 -5.1323 2.9204 -0.92 -0.03 -2.74
H 1.5344 -4.7529 1.9702 0.32 -0.02 0.04
C 5.2845 0.9290 4.4126 0.17 0.72 0.54
C -1.6653 -0.0458 0.5684 -1.50 -0.05 1.16
H 4.5223 -5.1640 -3.6235 -0.06 -0.08 -0.50
C 4.7866 -4.1116 -3.7273 -0.07 -1.34 0.04
H 4.2296 -6.8172 0.2608 -0.49 0.19 -0.14
H -4.6782 1.9259 -4.9682 0.26 0.16 -0.18
C 4.0209 2.3423 -2.7703 -0.38 -1.10 -1.08
O -2.5479 2.6209 -2.9686 3.17 1.61 -0.17
H 5.3816 2.6611 5.6672 0.31 0.30 -0.15
C -3.8764 -3.2817 1.3466 -0.87 0.19 -1.88
C -1.6329 -2.6844 -3.5287 -0.37 0.36 -0.57
H -2.6102 2.8189 -0.5390 -0.15 -0.01 0.04
H 4.0532 0.7799 1.2769 -0.03 -0.03 -0.09
H -1.4881 4.0178 1.3973 0.77 -0.18 -0.28
C -2.9336 3.7766 -0.1312 -1.29 -0.97 0.03
H 3.6740 0.3710 -4.6674 -0.06 0.11 0.00
H -1.0022 -0.5410 1.2777 0.30 0.01 -0.22
F -1.8026 -1.2577 6.0552 0.45 -0.28 -0.55
H 2.0683 -1.2432 2.5060 -0.09 0.16 -0.15
C -4.4834 -4.4737 -1.1001 -0.23 -0.81 -1.28
C 1.1923 -1.2295 3.1375 -0.80 -1.12 1.47
H -6.1108 2.8945 3.1644 -0.09 0.09 0.02
C 0.5827 4.8686 -0.2882 -0.87 -2.71 -1.72
H -3.8629 -0.1969 -3.2440 0.03 0.06 -0.14
H -4.9711 5.1671 3.2501 -0.41 0.03 0.08
H 5.6909 0.2683 5.1640 -0.05 -0.11 0.04
H -4.7564 -4.9325 -2.0389 0.22 -0.29 -0.07
H -1.8286 -1.5143 -6.6935 0.04 -0.33 -0.27
O 1.0754 4.5746 -1.5844 -0.86 0.50 -2.31
F 4.9988 -0.9414 3.0076 -0.43 1.22 -0.05
H -2.4100 1.2853 2.1616 -0.02 0.24 -0.13
H 0.6098 -1.7474 -6.5012 0.22 0.00 0.02
F 1.9347 6.8536 0.1054 0.60 -0.99 0.29
H -3.5085 1.1558 0.7490 0.04 0.05 0.02
F 1.7089 0.6505 0.3866 -0.61 0.65 -0.21
C -2.6606 3.3807 4.8805 0.29 0.00 0.87
F 2.1824 -0.1670 -1.5002 0.85 0.07 -1.85
C -4.4951 -2.5612 0.3060 0.77 0.05 0.34
H 1.0017 4.1310 0.3962 0.13 -0.02 0.24
C 4.0822 -3.4611 -2.5907 -0.69 0.16 1.64
F -0.1083 7.0935 -0.2489 -1.56 0.85 -1.10
C -0.0483 0.5185 -1.2536 -3.31 1.09 0.84
C -1.3970 -1.9283 -5.7942 0.68 0.38 -0.40
H -3.4828 4.3568 -0.8727 0.31 0.18 -0.26
C -3.5775 -4.6179 1.1221 -0.39 -0.41 0.36
C -2.8096 0.6229 1.3937 1.05 0.10 -0.24
H 4.0641 -1.6257 -1.3960 0.25 -0.55 0.35
C 0.7509 6.3054 0.3473 -0.43 0.88 -0.68
H -1.6749 3.3939 5.3219 0.07 0.57 0.04
C 0.6428 -0.0568 3.6598 0.79 -0.29 -1.20
C 2.8532 1.0776 -4.7907 0.39 0.40 1.03
C -3.9652 -5.2317 -0.0894 0.99 0.02 1.08
H -3.3781 -0.1297 1.9401 0.16 -0.22 -0.15
```
Positions in Å, forces in eV/Å.

Computed properties:
net charge	+2
HOMO level	-12.15	eV
frontier orbital gap	2.80	eV
F_max	11.08	eV/A

Here are the Löwdin charges for atoms 1 to 8, given in e: atom 1 (H): 0.09, atom 2 (H): 0.10, atom 3 (C): -0.23, atom 4 (F): 0.18, atom 5 (H): 0.14, atom 6 (H): 0.08, atom 7 (C): -0.07, atom 8 (H): 0.07

=====

Entry from the Open Molecules 2025 dataset: a structure of composition C50H61N3O2PtSbSeTe (ωB97M-V with the def2-TZVPD basis set).

Geometry as XYZ:
```
120
Properties=species:S:1:pos:R:3:forces:R:3
H 7.8284 -2.7797 0.8855 0.01 0.01 -0.01
C -4.3805 -1.4214 -1.5022 0.03 0.03 -0.03
C 7.3962 -1.9002 2.7947 0.00 0.01 0.01
Se -0.9674 -2.6415 0.7932 0.14 -0.13 -0.01
H -1.1367 -5.2799 1.9065 0.03 0.00 0.02
N 0.8621 -2.5184 -1.4566 0.01 -0.04 0.11
H 0.0868 -0.2553 -4.8326 0.01 -0.01 0.01
C 2.7647 -2.9123 -3.0732 0.00 0.02 0.04
C -2.2847 2.4406 0.1478 0.01 -0.11 0.05
C 2.2283 3.2642 1.5963 0.02 -0.04 0.00
H -2.5874 0.7765 -1.2073 -0.02 0.00 -0.02
Te -1.3206 2.4106 -2.8062 0.10 -0.08 0.00
C -5.1102 -2.2393 3.3878 0.02 -0.03 0.04
C 5.0176 -1.0462 1.6402 -0.02 -0.02 0.02
C -1.5699 -1.5519 -4.2350 0.00 -0.01 0.02
C 5.9264 -1.7950 0.8976 0.01 -0.01 -0.01
H 1.8592 -6.3776 2.3870 0.02 0.00 0.00
C -2.1911 7.2201 -2.8712 -0.01 0.01 0.01
C 0.5880 -2.9865 -0.2293 -0.11 0.06 -0.06
H -1.2730 3.8641 3.0536 0.00 0.00 0.00
C -1.7383 4.4723 -2.8078 -0.04 0.03 0.02
C 0.3144 -6.5677 0.9011 -0.01 0.03 0.03
H -2.1934 3.5201 0.0647 -0.02 0.01 0.02
H -3.3330 -1.4062 -1.8078 0.03 0.02 0.00
H -3.0072 -2.5514 2.9209 0.00 -0.01 0.01
C -4.5104 -1.8239 -0.0400 -0.05 -0.01 0.06
H -1.6341 -2.9285 -2.5629 0.01 -0.03 0.00
C 0.0450 -1.6413 -2.2845 -0.02 0.02 0.05
C 1.6518 -6.0084 1.3789 -0.02 0.01 0.02
H 2.4224 -2.2531 -3.8591 0.00 0.00 -0.01
H -5.5571 -1.9076 0.2582 0.00 0.02 0.00
H -3.6513 2.1459 -1.4958 0.03 0.03 -0.02
H 2.6822 -4.1381 1.8128 0.01 -0.05 0.03
H 0.7348 -1.0186 -2.8540 0.00 0.00 0.02
N -1.0514 1.8426 0.6847 0.03 0.28 0.06
H -3.6641 4.3550 -1.8459 0.01 -0.01 0.02
C -0.0013 5.0157 0.1328 0.01 0.00 -0.01
C 1.7169 -4.4861 1.4391 -0.03 0.01 -0.02
H -5.7835 1.3454 -0.3130 0.01 0.00 0.00
C -0.8315 -6.3264 1.8791 -0.01 0.00 0.03
C 2.4781 -3.9418 -0.8924 0.05 -0.06 -0.05
C -0.9227 6.8174 1.4338 -0.01 -0.01 0.02
H 5.0712 1.5067 1.5868 0.00 -0.01 0.04
H -1.1384 7.8708 1.5521 0.00 0.01 0.00
C -0.6078 -0.9756 -5.2689 -0.01 0.01 -0.01
C -0.2858 6.3643 0.2877 -0.01 -0.01 -0.04
Sb -3.5554 -0.5090 1.3526 0.04 -0.61 -0.54
C -2.9061 5.0006 -2.2714 0.00 0.00 0.00
H -4.8986 -2.1345 -2.1454 0.01 0.00 0.00
H -4.9666 2.6579 0.5443 -0.05 -0.04 0.00
H 5.5610 3.7588 2.1088 0.00 0.00 0.00
C 6.4831 -1.1735 3.5457 0.01 -0.01 -0.01
C 4.5347 4.1234 2.1007 0.02 0.02 0.01
C -3.7033 -1.7285 3.0949 0.01 0.07 0.06
C -2.6357 1.8659 -1.2159 -0.12 0.01 -0.02
H -5.5424 -2.7664 2.5370 0.00 0.00 -0.02
C -0.3651 4.1160 1.1263 -0.07 0.00 -0.03
C 3.7164 -0.6780 0.9904 -0.01 -0.01 0.08
H -4.0332 6.7753 -1.8681 0.00 0.00 0.01
C 4.4035 -4.4517 -2.1585 0.00 0.02 0.00
H -2.1047 -0.7352 -3.7375 -0.01 0.01 0.01
C -5.2004 0.8221 1.7222 0.13 0.12 0.09
H 4.3183 4.5255 3.0915 0.00 0.01 0.01
O 3.1799 -1.4946 0.2696 -0.04 -0.01 -0.13
H -0.0216 -1.7694 -5.7371 0.00 0.00 -0.01
H 0.0710 -6.1441 -0.0786 -0.02 -0.02 -0.01
H -0.5167 -0.9829 -1.6196 -0.01 0.00 -0.02
H 2.4528 -6.3844 0.7415 0.00 -0.01 0.00
H -0.3191 -3.2241 -3.6899 0.01 0.02 -0.02
H 5.3453 -4.9695 -2.2791 0.00 0.00 0.00
H -0.0114 7.0620 -0.4910 0.00 0.01 -0.04
O 0.9568 -0.0925 1.0050 0.21 -0.61 -0.55
H -1.1489 -0.4535 -6.0575 -0.01 0.00 0.00
C -5.6509 1.8186 0.6610 -0.07 -0.03 -0.05
H 4.4804 4.9504 1.3918 0.00 0.01 -0.01
C 1.7458 0.9226 1.1216 -0.19 -0.21 0.24
C -0.0768 2.6495 1.0080 -0.04 -0.08 -0.10
C 3.5742 3.0231 1.7396 -0.03 0.00 -0.04
H -2.3325 -2.1453 -4.7432 0.00 0.00 0.00
H 6.6931 -0.9435 4.5818 0.00 0.00 0.01
H 8.3258 -2.2257 3.2425 0.00 -0.01 0.00
H -1.7676 6.2697 3.3295 0.00 0.00 0.01
H 0.4315 -7.6417 0.7460 0.02 0.00 -0.01
H -5.0061 1.3135 2.6769 -0.02 0.02 0.00
C 5.2996 -0.7390 2.9676 -0.01 0.01 0.01
H -4.8027 -0.4350 -1.7046 0.00 0.00 0.01
H -0.5420 -6.6145 2.8922 0.00 -0.03 0.00
C 7.1178 -2.2096 1.4694 0.00 -0.01 0.01
H -1.7070 -6.9156 1.6069 -0.01 0.02 -0.02
H 4.5415 -3.5122 -4.0850 0.01 0.00 0.00
C 2.0472 -3.0888 -1.8972 -0.06 -0.09 -0.08
H -6.6172 2.2356 0.9487 0.00 0.00 0.00
H 0.9426 -4.0819 2.0886 0.02 0.01 0.00
Pt -1.0487 -0.2149 0.8228 -0.13 1.16 0.60
C 1.2953 2.2603 1.2599 0.01 0.03 0.09
H 0.1086 4.9259 -3.8174 0.01 0.00 0.02
H -5.0872 -2.9400 4.2234 -0.01 0.00 0.01
H -3.0926 2.2440 0.8575 0.11 0.00 -0.04
H 1.8724 4.2735 1.7473 0.01 0.01 0.01
H 4.0570 -5.2504 -0.1946 -0.01 -0.02 -0.01
C 4.0094 1.7147 1.5288 0.04 0.03 -0.06
N 1.5367 -3.8665 0.1260 0.08 0.14 0.04
H 0.4976 4.6571 -0.7594 0.00 0.01 0.00
C -0.8036 5.3249 -3.3880 0.01 -0.02 -0.03
C -0.8881 -2.4335 -3.1908 0.00 0.03 -0.01
H 5.6883 -2.0392 -0.1303 -0.01 -0.01 0.01
H -3.3072 -1.1576 3.9357 0.03 0.01 -0.01
C -1.0372 6.6911 -3.4317 0.03 0.01 0.04
H -4.0412 -2.7959 0.1235 -0.03 -0.01 0.02
C 3.9484 -3.6146 -3.1867 0.01 -0.01 0.01
C 3.6820 -4.6284 -0.9938 -0.01 0.04 0.01
H -5.9934 0.0914 1.8907 0.00 0.00 0.07
H -5.7864 -1.4309 3.6658 -0.01 0.01 -0.01
C -1.0023 4.5694 2.2765 -0.01 -0.04 -0.01
C 3.1510 0.6741 1.2293 -0.06 0.08 0.00
H -2.3669 8.2872 -2.8931 -0.01 0.01 -0.01
C -3.1226 6.3720 -2.2919 -0.02 0.01 -0.02
H 4.5854 -0.1752 3.5551 0.00 0.02 -0.01
H -0.3093 7.3442 -3.8959 0.00 0.00 -0.01
C -1.2775 5.9192 2.4310 0.00 0.04 -0.01
```
Positions in Å, forces in eV/Å.

Computed properties:
net charge	+1
energy above the lowest of the compared OMol25 structures with the same formula, charge and spin	0.0	kcal/mol
HOMO level	-9.86	eV
frontier orbital gap	7.53	eV
F_max	1.31	eV/A

Here are the Löwdin charges for atoms 1 to 8, given in e: atom 1 (H): 0.11, atom 2 (C): -0.18, atom 3 (C): -0.08, atom 4 (Se): 0.72, atom 5 (H): 0.01, atom 6 (N): 0.01, atom 7 (H): 0.05, atom 8 (C): 0.01